[1]
Below is 7 unconnected molecules or ions with the total composition C24H59F6N4O9 at a distorted geometry, with properties calculated with the ωB97M-V functional and the def2-TZVPD basis.

ΔE to the lowest compared entry with this formula, charge and spin: 215.53 kcal per mole
maximum force: 0.0818 Eh/bohr
gap between HOMO and LUMO: 5.12 eV
net charge: -1
E_HOMO: -4.03 eV
E_LUMO: 1.095 eV

```
102
Properties=species:S:1:pos:R:3:mulliken_charge:R:1
O 0.050 1.002 0.991 -0.366
H -0.145 1.078 1.927 0.411
H 0.790 1.583 0.803 0.410
H 0.364 0.103 0.863 0.458
C -1.128 3.271 5.562 -0.148
O -1.366 4.105 4.408 -0.206
O -0.746 2.004 4.991 -0.860
C -0.247 4.105 6.628 0.829
F 0.483 3.372 7.383 -0.284
F 0.596 5.006 6.161 -0.291
F -1.066 4.791 7.402 -0.290
C -1.969 5.371 4.510 -0.147
C -2.614 5.395 3.134 -1.272
H -3.338 4.597 2.969 0.255
H -3.195 6.304 2.978 0.422
H -1.995 5.408 2.237 0.304
H -1.210 6.114 4.757 0.303
H -2.867 5.387 5.127 0.231
H -2.087 3.163 6.069 0.189
C 2.201 -4.491 0.475 -0.035
O 2.241 -5.668 1.267 -0.304
O 1.651 -3.458 1.293 -0.887
C 3.621 -4.379 -0.274 0.730
F 3.945 -5.571 -0.770 -0.284
F 3.581 -3.560 -1.337 -0.285
F 4.542 -3.950 0.627 -0.273
C 1.460 -6.814 0.853 -0.133
C 1.276 -7.590 2.175 -1.171
H 0.602 -8.428 1.999 0.401
H 2.234 -7.942 2.558 0.265
H 0.750 -7.001 2.926 0.283
H 2.093 -7.251 0.081 0.266
H 0.472 -6.656 0.420 0.252
H 1.616 -4.777 -0.399 0.193
C 5.919 1.662 -5.280 -1.406
C 4.527 1.153 -6.031 0.578
C 3.379 1.922 -5.310 -0.880
O 2.929 1.305 -4.130 -0.190
C 1.678 0.661 -4.344 -0.795
N 4.652 1.809 -7.373 -0.746
H 6.691 0.981 -5.637 0.379
H 5.929 1.541 -4.197 0.345
H 6.292 2.626 -5.625 0.405
H 4.416 0.069 -6.017 0.331
H 2.516 2.008 -5.969 0.355
H 3.709 2.934 -5.075 0.287
H 0.850 1.190 -4.817 0.355
H 1.243 0.446 -3.368 0.226
H 1.799 -0.341 -4.756 0.306
H 4.088 1.443 -8.127 0.207
H 5.507 1.515 -7.823 0.246
C -6.036 -2.180 4.649 -1.637
C -5.386 -1.820 3.327 0.534
C -6.054 -0.611 2.701 -0.778
O -5.340 -0.302 1.473 -0.174
C -5.871 0.663 0.679 -0.801
N -3.993 -1.470 3.635 -0.739
H -5.487 -2.931 5.218 0.360
H -7.039 -2.583 4.512 0.410
H -6.224 -1.318 5.289 0.331
H -5.523 -2.773 2.816 0.299
H -6.055 0.267 3.348 0.431
H -7.071 -0.927 2.470 0.339
H -6.705 0.347 0.052 0.279
H -5.076 0.914 -0.024 0.219
H -6.168 1.511 1.297 0.327
H -3.589 -1.251 2.736 0.327
H -3.988 -0.533 4.011 0.268
C -3.705 -4.710 -2.022 -1.480
C -3.096 -3.334 -2.457 0.474
C -3.826 -2.549 -3.653 -0.721
O -3.789 -3.418 -4.788 -0.333
C -5.023 -3.919 -5.218 -0.715
N -2.875 -2.517 -1.297 -0.556
H -3.532 -5.535 -2.713 0.358
H -4.789 -4.609 -2.053 0.322
H -3.503 -5.045 -1.004 0.396
H -2.203 -3.669 -2.984 0.184
H -3.220 -1.745 -4.072 0.244
H -4.807 -2.113 -3.465 0.404
H -5.815 -3.183 -5.355 0.315
H -5.461 -4.665 -4.555 0.273
H -4.862 -4.492 -6.131 0.286
H -2.307 -3.183 -0.793 0.332
H -3.710 -2.362 -0.750 0.221
C 3.846 4.601 1.430 -1.195
C 4.064 4.201 -0.049 0.121
C 5.501 4.560 -0.671 -0.642
O 6.581 3.734 -0.230 -0.375
C 6.718 3.718 1.162 -0.845
N 3.849 2.741 -0.050 -0.536
H 4.028 5.675 1.471 0.328
H 4.535 4.110 2.116 0.228
H 2.814 4.449 1.748 0.371
H 3.253 4.557 -0.684 0.426
H 5.626 5.614 -0.424 0.352
H 5.528 4.550 -1.761 0.409
H 6.093 3.093 1.799 0.254
H 6.655 4.752 1.503 0.340
H 7.749 3.531 1.462 0.350
H 3.953 2.375 -0.986 0.172
H 4.616 2.235 0.369 0.271
```

[2]
Below is 2 unconnected molecules or ions with the total composition Cl2O3S2 at a distorted geometry, with properties calculated with the ωB97M-V functional and the def2-TZVPD basis.

ΔE to the lowest compared entry with this formula, charge and spin: 44.75 kcal per mole
maximum force: 0.0458 Eh/bohr
gap between HOMO and LUMO (alpha / beta): 10.01 / 4.84 eV
net charge: 0
E_HOMO (alpha / beta): -11.45 / -9.22 eV
E_LUMO (alpha / beta): -1.436 / -4.387 eV

```
7
Properties=species:S:1:pos:R:3:mulliken_charge:R:1
O -2.781 -0.470 1.234 -0.330
O -0.499 -0.889 0.101 -0.287
O 2.630 1.610 0.518 -0.365
S -1.962 -0.850 0.089 0.741
S 2.341 0.186 0.476 0.509
Cl -2.637 0.953 -1.045 -0.127
Cl 2.909 -0.540 -1.373 -0.141
```

[3]
Below is a molecular structure, C43H61F5N3O4SeW, with properties calculated with the ωB97M-V functional and the def2-TZVPD basis.

ΔE to the lowest compared entry with this formula, charge and spin: 5.97 kcal per mole
maximum force: 0.0179 Eh/bohr
gap between HOMO and LUMO: 6.92 eV
net charge: +1
E_HOMO: -10.55 eV
E_LUMO: -3.635 eV

```
118
Properties=species:S:1:pos:R:3:mulliken_charge:R:1
W -0.691 1.415 0.378 0.658
C -1.242 3.817 -1.756 -0.953
N -2.075 3.082 -0.758 0.514
C -2.567 4.132 0.175 -1.369
C -3.292 2.495 -1.416 -1.099
C -3.313 0.974 -1.455 -1.173
N -1.937 0.458 -1.497 0.200
C -1.947 -1.034 -1.408 -1.446
C -2.045 -1.676 -0.064 0.044
C -3.067 -2.544 0.285 -0.557
C -2.962 -3.305 1.440 -0.460
C -1.740 -3.271 2.113 -0.478
C -0.662 -2.449 1.775 -0.338
C -0.927 -1.529 0.750 -0.098
O -0.140 -0.449 0.440 0.752
C 0.755 -2.824 2.246 2.455
C 1.415 -3.474 1.014 -1.685
C 1.649 -1.675 2.709 -1.119
C 0.734 -3.852 3.381 -2.377
C -4.083 -4.206 1.953 2.006
C -4.481 -3.740 3.360 -1.549
C -3.600 -5.662 2.018 -1.658
C -5.317 -4.146 1.054 -2.127
C -1.445 0.720 -2.894 -1.408
C 0.014 0.496 -3.140 -0.065
C 0.410 -0.115 -4.327 -0.215
C 1.748 -0.344 -4.590 -0.734
C 2.671 0.038 -3.614 -0.477
C 2.340 0.663 -2.417 -0.360
C 0.968 0.897 -2.219 -0.525
O 0.516 1.555 -1.115 0.624
C 3.410 0.970 -1.365 2.837
C 3.291 2.394 -0.809 -1.742
C 4.825 0.831 -1.939 -2.552
C 3.252 -0.044 -0.225 -1.908
C 2.249 -0.972 -5.890 1.903
C 3.054 0.078 -6.667 -1.543
C 1.095 -1.453 -6.770 -2.090
C 3.151 -2.173 -5.577 -1.612
H -0.453 4.344 -1.227 0.086
H -1.868 4.534 -2.291 0.439
H -0.770 3.142 -2.458 0.310
H -1.735 4.693 0.582 0.147
H -3.137 3.678 0.981 0.457
H -3.210 4.819 -0.381 0.526
H -3.360 2.917 -2.419 0.415
H -4.177 2.834 -0.881 0.482
H -3.862 0.631 -2.339 0.611
H -3.805 0.554 -0.584 0.562
H -0.994 -1.344 -1.842 0.575
H -2.742 -1.403 -2.064 0.628
H -3.928 -2.631 -0.366 0.591
H -1.607 -3.958 2.936 0.583
H 1.516 -2.752 0.201 0.161
H 0.823 -4.316 0.653 0.344
H 2.413 -3.837 1.271 0.498
H 1.628 -0.819 2.042 -0.219
H 2.679 -2.035 2.757 0.768
H 1.385 -1.358 3.720 0.073
H 0.323 -4.814 3.073 0.464
H 0.164 -3.494 4.242 0.442
H 1.758 -4.032 3.712 0.443
H -3.652 -3.842 4.061 0.307
H -5.312 -4.340 3.736 0.446
H -4.793 -2.694 3.353 0.321
H -2.777 -5.785 2.723 0.318
H -3.262 -6.008 1.039 0.336
H -4.413 -6.312 2.345 0.486
H -5.718 -3.133 0.984 0.397
H -6.100 -4.782 1.467 0.440
H -5.104 -4.503 0.044 0.384
H -1.769 1.708 -3.209 1.085
H -1.993 0.015 -3.527 0.524
H -0.355 -0.426 -5.027 0.659
H 3.714 -0.154 -3.813 0.540
H 3.294 3.139 -1.609 0.426
H 4.147 2.601 -0.163 0.515
H 2.389 2.540 -0.229 -0.209
H 4.974 1.458 -2.819 0.417
H 5.072 -0.199 -2.201 0.414
H 5.542 1.148 -1.180 0.485
H 2.264 0.025 0.230 0.094
H 4.003 0.140 0.549 0.537
H 3.382 -1.063 -0.595 0.388
H 2.434 0.938 -6.927 0.351
H 3.442 -0.355 -7.592 0.453
H 3.903 0.440 -6.084 0.311
H 0.449 -0.630 -7.082 0.367
H 0.483 -2.201 -6.262 0.396
H 1.496 -1.913 -7.674 0.432
H 4.069 -1.876 -5.070 0.320
H 3.438 -2.672 -6.504 0.470
H 2.636 -2.900 -4.947 0.349
Se -2.625 1.106 1.580 -0.387
C 1.966 1.728 4.488 -0.895
N 0.717 0.978 4.422 0.845
C 0.245 0.368 5.657 -0.947
C 0.060 0.801 3.304 -1.039
O 0.436 1.298 2.211 0.087
H 2.744 1.083 4.898 0.399
H 1.838 2.590 5.143 0.315
H 2.248 2.053 3.492 0.132
H 0.200 1.124 6.439 0.344
H 0.926 -0.427 5.967 0.331
H -0.748 -0.048 5.505 0.322
H -0.833 0.180 3.362 0.243
F 1.750 6.691 4.626 -0.303
C 1.302 5.839 3.714 0.661
C 1.887 5.780 2.457 0.402
F 2.891 6.592 2.155 -0.303
C 1.413 4.882 1.521 -0.417
F 1.954 4.875 0.306 -0.343
C 0.359 4.003 1.797 -0.032
O -0.034 3.192 0.809 1.458
C -0.238 4.112 3.048 0.298
F -1.287 3.353 3.387 -0.389
C 0.235 5.008 3.996 0.133
F -0.338 5.044 5.199 -0.341
```

> Which value of ΔE to the lowest compared entry with this formula, charge and spin does entry 3 give?

5.97 kcal per mole

> net charge of number 1 (C24H59F6N4O9)?

-1

> Among the records above, which one has the lowest maximum force?

C43H61F5N3O4SeW